{"formula": "C40H41IMoN5O8SSi", "method": "ωB97M-V with the def2-TZVPD basis set", "symbols": ["H", "N", "C", "H", "C", "C", "H", "C", "H", "C", "C", "C", "C", "C", "H", "C", "C", "H", "H", "H", "C", "C", "H", "H", "H", "N", "O", "C", "H", "C", "H", "C", "C", "H", "C", "C", "H", "H", "C", "H", "C", "C", "Si", "H", "Mo", "O", "O", "C", "H", "O", "H", "C", "C", "H", "S", "H", "H", "C", "N", "C", "H", "C", "C", "H", "O", "H", "H", "H", "H", "H", "H", "H", "O", "C", "C", "H", "I", "H", "H", "H", "C", "C", "H", "H", "C", "N", "C", "O", "N", "O", "H", "C", "H", "C", "C", "H", "C", "C"], "coordinates": [[1.38786, -2.82993, 3.47264], [-0.75512, 2.91856, 2.16600], [-3.06596, -0.39581, 4.84892], [-3.48267, 3.69495, -3.10519], [2.08850, 0.06713, 1.13751], [-2.87961, -5.11556, -0.82008], [-2.46971, -0.74998, 5.67835], [-2.00128, -2.37337, -0.54420], [0.62174, -3.30763, -4.31506], [2.58866, -1.00097, -1.50594], [-3.15543, 0.82097, -1.32465], [-1.60600, 5.39931, -2.40980], [-4.25522, 0.23614, 5.04869], [1.92558, 0.34031, 2.49533], [5.28159, -1.01222, 1.25401], [-0.65464, -2.80668, -2.69922], [4.18059, -0.30452, 2.96838], [2.12425, -4.42142, 3.21629], [-4.76391, 1.64334, -2.47694], [-0.56289, -5.31255, 0.42188], [1.09433, 1.70512, -0.12206], [-2.96847, -2.96722, 0.24498], [1.03377, 3.11550, -3.97751], [-4.20090, -4.66594, 0.77980], [5.00341, -0.44631, 3.65984], [0.15836, 2.39456, -0.79964], [-1.70893, 3.70417, 2.19478], [-3.43974, -4.29411, 0.10067], [0.37041, 3.37442, -0.91972], [-2.52402, -0.62693, 3.55300], [2.85191, 4.89969, -3.64140], [3.19840, 5.99162, -0.46012], [2.36724, -4.20858, -0.11517], [3.18740, -3.49068, -0.22666], [-1.15852, 2.06725, -1.21641], [2.86554, 4.81569, 0.20077], [2.96124, -2.94559, 2.68154], [1.89697, -4.34282, -1.09615], [-3.03732, 2.92812, -2.48547], [-4.90147, 0.83078, 1.77876], [2.57639, 3.69127, -1.89664], [-1.88288, -4.59857, -1.68797], [1.09885, -3.57283, 1.12441], [-0.95636, -4.63399, 2.00616], [-1.04933, -0.61893, 0.48458], [2.34202, 2.49734, -2.50031], [-2.91934, -0.30256, 1.25983], [-0.29652, -5.07064, -3.45578], [3.39986, 6.94605, -2.37741], [-0.94416, 4.15383, -2.31786], [-4.62420, 0.39300, 6.05562], [4.34467, -0.61959, 1.63102], [1.92036, 2.48764, -3.84838], [2.71621, 2.82335, -4.52017], [-1.07100, -1.42010, 3.23455], [2.25662, -0.04998, -1.91641], [-5.91976, 1.23131, 4.04824], [-1.83530, 0.92090, -0.83407], [-3.29218, -0.15879, 2.52297], [3.31081, -0.45364, 0.70882], [2.79301, -5.16990, 0.19869], [2.85991, 4.87824, -2.56058], [-1.74553, 3.05540, -2.01992], [3.02710, -1.61015, -2.29658], [3.63818, -0.79133, -0.56150], [-3.36624, -2.40969, 1.08026], [0.96484, 0.74386, 2.79480], [0.36608, -5.81441, 1.85370], [-1.51023, -6.54719, -2.52130], [-2.34707, 5.50083, -1.61377], [-2.10070, 5.51627, -3.37948], [2.44124, 2.47167, 1.16199], [-0.94899, 1.68670, 2.18251], [-1.23822, -5.49776, -2.57697], [3.17646, 6.02962, -1.84550], [-3.14600, -6.16509, -0.89299], [-0.42469, -0.80886, -3.26743], [-3.72908, -0.06185, -1.06691], [-0.84588, 6.17207, -2.30324], [2.81268, 4.78682, 1.28299], [-3.74632, 1.77764, -2.12459], [-0.03671, -3.68431, -3.54491], [3.43697, 6.87826, 0.11323], [1.67366, 1.45266, -4.07645], [-0.13322, -4.96839, 1.36699], [0.99958, 0.47731, 0.27598], [-4.45916, 0.49083, 2.70249], [0.47201, -2.19978, 0.59018], [2.21725, 2.49385, 0.17502], [0.42019, 3.34997, 2.21149], [1.75014, -1.52831, -1.04821], [-1.53120, -3.21066, -1.63525], [0.21707, -5.76419, -4.11110], [2.53842, 3.65973, -0.49684], [1.98430, -3.42771, 2.77597], [2.78332, 0.39873, 4.45600], [-4.98448, 0.70066, 3.94691], [2.95061, 0.16460, 3.41236]], "atomic_forces_ev_per_a": [[0.048, -0.057, -0.004], [0.045, 0.086, 0.862], [0.410, -0.246, -0.150], [-0.012, 0.006, -0.013], [-0.319, 0.317, 0.061], [0.149, 0.001, -0.177], [-0.007, -0.005, -0.012], [-0.186, -0.005, -0.199], [0.014, -0.018, -0.016], [0.049, -0.027, -0.101], [0.087, -0.100, -0.017], [0.011, -0.131, -0.018], [-0.212, 0.141, 0.089], [-0.003, 0.005, 0.101], [0.000, 0.000, 0.006], [-0.111, -0.036, 0.159], [-0.061, -0.019, -0.021], [0.047, 0.022, -0.001], [0.000, 0.004, -0.003], [0.061, 0.033, 0.119], [-0.239, 0.440, 0.033], [-0.150, -0.217, 0.047], [-0.005, 0.001, -0.002], [0.002, 0.014, 0.006], [0.005, -0.001, 0.001], [-0.396, -0.168, -0.024], [-0.202, 0.179, -0.293], [-0.006, 0.249, 0.112], [-0.096, -0.100, 0.012], [-0.191, 0.091, 0.223], [-0.003, -0.007, -0.030], [-0.015, -0.072, -0.075], [0.160, -0.079, -0.111], [-0.024, -0.052, -0.004], [0.420, 0.178, 0.067], [-0.008, 0.114, 0.119], [-0.030, 0.019, -0.009], [0.023, -0.006, 0.032], [-0.038, -0.158, 0.078], [0.000, 0.003, -0.007], [0.029, -0.039, -0.298], [-0.115, -0.039, -0.034], [-0.126, 0.289, -0.228], [0.023, -0.041, -0.006], [0.931, -1.259, -0.616], [0.167, 0.055, -0.137], [-0.913, 0.084, 0.353], [0.146, 0.246, -0.094], [0.004, 0.001, -0.002], [-0.026, 0.076, 0.032], [0.008, -0.004, -0.010], [0.005, -0.037, 0.065], [-0.027, 0.091, 0.045], [0.021, 0.010, -0.032], [-0.017, 0.025, -0.023], [-0.004, -0.001, -0.036], [0.010, 0.001, 0.007], [-0.163, -0.161, 0.156], [0.315, 0.162, -0.166], [0.047, -0.061, -0.018], [-0.017, 0.043, -0.028], [-0.010, -0.131, -0.054], [0.033, 0.079, -0.103], [0.000, -0.014, -0.037], [0.094, -0.005, -0.123], [-0.044, 0.029, 0.000], [0.066, -0.017, 0.020], [-0.042, -0.010, -0.015], [-0.004, 0.006, 0.001], [-0.004, 0.019, 0.010], [-0.027, 0.027, -0.006], [-0.080, 0.020, -0.068], [-0.225, -0.167, -0.103], [-0.145, -0.011, 0.115], [-0.021, -0.052, 0.088], [0.005, 0.006, -0.015], [-0.033, 0.144, 0.058], [0.004, 0.003, 0.036], [0.031, -0.011, -0.010], [-0.038, 0.001, -0.021], [0.076, 0.144, -0.048], [-0.035, -0.305, -0.038], [0.000, 0.008, -0.007], [-0.001, 0.009, -0.001], [-0.166, -0.077, 0.015], [0.291, 0.138, 0.365], [-0.100, 0.113, 0.066], [-0.078, 0.283, 0.058], [0.404, -0.592, 0.029], [0.215, 0.166, -0.234], [0.020, 0.032, -0.029], [0.210, -0.032, 0.063], [0.008, 0.018, -0.009], [0.022, 0.308, 0.264], [0.037, 0.127, 0.194], [0.004, -0.003, 0.004], [0.017, -0.039, -0.131], [0.001, -0.058, -0.110]], "lowdin_charge": [-0.012, -0.591, -0.103, 0.091, -0.208, -0.097, 0.092, -0.173, 0.065, -0.129, -0.165, -0.091, -0.109, -0.054, 0.108, -0.614, -0.122, 0.016, 0.085, 0.008, -0.362, -0.139, 0.096, 0.092, 0.087, 0.169, -0.039, -0.105, 0.130, -0.690, 0.099, -0.109, -0.161, 0.015, -0.222, -0.008, 0.011, 0.017, -0.056, 0.137, -0.231, -0.202, 0.198, 0.023, 1.426, -0.090, -0.368, -0.113, 0.088, -0.129, 0.093, -0.035, -0.071, 0.084, 0.694, 0.030, 0.090, -0.278, -0.173, -0.244, 0.019, -0.027, -0.235, 0.090, -0.080, 0.066, 0.074, 0.018, 0.100, 0.100, 0.077, 0.137, -0.098, -0.069, -0.117, 0.097, 1.097, 0.080, 0.084, 0.116, -0.115, -0.211, 0.091, 0.050, -0.162, 0.047, -0.021, -0.514, 0.155, -0.063, 0.038, -0.217, 0.089, -0.188, -0.172, 0.095, -0.087, -0.095], "gap_ev": [4.48, 6.53], "e_above_lowest_ev": 0.0000, "total_charge": -2, "molar_mass_da": 1002.79, "multiplicity": 4, "e_homo_ev": [-0.494, -2.546]}